{
  "formula": "C44H41NO2P2SSeW",
  "method": "ωB97M-V/def2-TZVPD",
  "multiplicity": 3,
  "largest_force_ev_per_a": 1.709,
  "gap_ev": [6.4, 6.6],
  "charge": 2,
  "e_above_lowest_kj_mol": 165.3,
  "homo_ev": [-12.37, -12.70],
  "elements": ["W", "C", "C", "C", "C", "C", "C", "C", "C", "C", "S", "C", "N", "H", "H", "H", "H", "H", "H", "H", "H", "O", "P", "C", "P", "O", "C", "C", "C", "C", "C", "C", "C", "C", "C", "C", "C", "C", "C", "C", "C", "C", "C", "C", "C", "C", "C", "C", "C", "C", "H", "H", "H", "H", "H", "H", "H", "H", "H", "H", "H", "H", "H", "H", "H", "H", "H", "H", "H", "H", "H", "H", "C", "C", "C", "C", "C", "C", "Se", "C", "C", "C", "H", "H", "H", "H", "H", "H", "H", "H", "H", "H", "H"],
  "positions_angstrom": [[0.5593, -0.5728, -0.2607], [-0.4970, -2.1068, 2.5205], [0.7688, -1.3244, 2.6814], [1.2829, -1.1326, 3.9707], [2.4716, -0.4877, 4.1599], [3.2095, -0.0545, 3.0393], [4.4825, 0.5388, 3.1590], [5.1790, 0.9157, 2.0437], [4.6301, 0.7163, 0.7699], [3.3880, 0.1400, 0.6204], [2.7541, -0.1852, -0.9953], [2.6447, -0.2486, 1.7582], [1.3992, -0.8387, 1.5962], [-0.5980, -2.8045, 3.3502], [-0.4927, -2.6801, 1.5957], [-1.3693, -1.4545, 2.5206], [0.7186, -1.5100, 4.8115], [2.8745, -0.3295, 5.1525], [4.9009, 0.6700, 4.1488], [6.1628, 1.3549, 2.1359], [5.1889, 1.0011, -0.1119], [-1.2888, 0.0706, 0.6261], [-2.1612, 1.0512, -0.1563], [-1.7201, 2.7384, 0.3874], [0.0519, 3.0221, -0.0655], [0.7331, 1.6711, 0.0060], [0.7997, 4.0944, 1.1577], [1.3046, 3.4676, 2.2985], [1.9758, 4.2149, 3.2496], [2.1408, 5.5824, 3.0634], [1.6285, 6.2043, 1.9338], [0.9582, 5.4646, 0.9724], [0.1250, 3.7609, -1.6999], [-0.7478, 4.7814, -2.0775], [-0.6336, 5.3506, -3.3346], [0.3559, 4.9153, -4.2061], [1.2442, 3.9217, -3.8177], [1.1328, 3.3415, -2.5644], [-1.8354, 0.9755, -1.9327], [-0.7146, 0.3730, -2.4995], [-0.5391, 0.3422, -3.8694], [-1.4765, 0.9454, -4.6933], [-2.5885, 1.5688, -4.1457], [-2.7755, 1.5700, -2.7741], [-3.8750, 0.6495, 0.1531], [-4.5287, 1.1455, 1.2786], [-5.8055, 0.6971, 1.5745], [-6.4165, -0.2490, 0.7625], [-5.7604, -0.7457, -0.3567], [-4.4847, -0.3039, -0.6634], [-1.7835, 2.7438, 1.4785], [-2.3875, 3.5012, -0.0148], [1.1807, 2.3982, 2.4243], [2.3736, 3.7309, 4.1316], [2.6750, 6.1624, 3.8039], [1.7581, 7.2692, 1.7965], [0.5740, 5.9460, 0.0814], [-1.5056, 5.1414, -1.3903], [-1.3098, 6.1406, -3.6331], [0.4408, 5.3608, -5.1885], [2.0293, 3.6027, -4.4908], [1.8307, 2.5746, -2.2469], [0.1596, 0.0135, -1.9229], [0.3271, -0.1501, -4.2924], [-1.3326, 0.9301, -5.7650], [-3.3177, 2.0420, -4.7895], [-3.6587, 2.0272, -2.3422], [-4.0504, 1.8751, 1.9212], [-6.3235, 1.0885, 2.4393], [-7.4084, -0.6061, 1.0042], [-6.2379, -1.4816, -0.9893], [-3.9646, -0.6910, -1.5312], [1.3857, -8.4806, 0.2716], [1.0364, -7.0515, -0.0233], [-0.2692, -6.6788, -0.3104], [-0.6065, -5.3715, -0.6297], [-2.0329, -5.0172, -0.9510], [0.4139, -4.4159, -0.6485], [-0.1381, -2.6275, -1.2197], [1.7452, -4.7497, -0.3595], [2.8693, -3.7593, -0.3987], [2.0233, -6.0721, -0.0442], [0.4930, -9.0761, 0.4512], [2.0403, -8.5525, 1.1399], [1.9182, -8.9160, -0.5761], [-1.0483, -7.4317, -0.2971], [-2.6956, -5.8524, -0.7381], [-2.1282, -4.7611, -2.0089], [-2.3636, -4.1531, -0.3720], [2.8062, -3.0692, 0.4444], [2.8490, -3.1892, -1.3223], [3.8279, -4.2726, -0.3398], [3.0480, -6.3497, 0.1749]],
  "atomic_forces_ev_per_a": [[-0.389, 0.743, 0.967], [0.016, -0.059, 0.070], [-0.136, -0.081, -0.391], [0.192, 0.103, 0.202], [-0.083, -0.064, -0.130], [-0.141, 0.005, -0.208], [0.112, 0.049, 0.022], [0.041, 0.033, 0.149], [-0.218, -0.086, -0.012], [0.023, 0.030, -0.126], [-0.252, -0.356, 0.061], [0.359, 0.139, 0.160], [0.478, -0.239, 1.162], [0.019, 0.028, 0.011], [-0.021, 0.012, -0.032], [-0.005, 0.041, -0.031], [-0.012, -0.044, -0.027], [-0.026, -0.026, 0.022], [0.012, 0.011, -0.012], [-0.011, 0.013, 0.006], [0.009, -0.013, -0.005], [0.991, -0.520, -0.464], [-0.477, 0.371, -0.144], [0.197, -0.276, -0.166], [-0.178, 0.162, 0.231], [0.019, -0.472, -0.101], [-0.075, -0.205, -0.194], [-0.031, 0.021, 0.030], [-0.031, -0.020, -0.003], [-0.006, -0.045, 0.014], [-0.012, 0.118, 0.005], [-0.041, -0.060, -0.034], [-0.072, -0.032, 0.338], [-0.035, -0.065, 0.056], [-0.052, 0.077, -0.004], [0.026, -0.023, 0.006], [0.021, -0.009, -0.057], [0.065, -0.066, 0.070], [-0.232, 0.010, 0.268], [-0.355, 0.329, 0.241], [0.279, -0.217, 0.026], [-0.073, 0.021, 0.008], [-0.026, 0.023, -0.089], [0.040, -0.004, 0.090], [0.356, 0.192, -0.172], [-0.008, 0.078, -0.031], [-0.018, 0.038, 0.073], [0.028, -0.001, -0.024], [0.036, -0.060, -0.014], [-0.026, 0.030, -0.002], [0.001, 0.070, 0.022], [-0.020, -0.040, -0.035], [0.057, -0.004, 0.019], [0.011, 0.026, 0.008], [-0.012, 0.024, -0.010], [0.010, -0.006, 0.001], [0.060, 0.024, 0.009], [-0.044, 0.002, -0.059], [0.001, -0.009, 0.007], [0.010, 0.010, 0.014], [-0.014, -0.002, 0.007], [-0.023, -0.036, -0.034], [-0.220, 0.469, -1.629], [0.023, 0.047, 0.022], [-0.013, -0.007, -0.001], [0.003, -0.004, 0.007], [-0.024, 0.007, -0.083], [-0.039, 0.008, 0.002], [-0.003, -0.026, 0.005], [-0.015, 0.034, -0.008], [-0.021, 0.003, 0.018], [-0.053, -0.036, -0.001], [0.024, 0.029, -0.024], [-0.014, -0.008, 0.016], [0.036, -0.083, -0.011], [-0.082, 0.249, 0.019], [0.081, -0.006, -0.029], [0.095, 0.129, 0.280], [0.322, -0.653, -0.306], [-0.149, 0.076, -0.046], [-0.012, -0.110, 0.029], [-0.088, -0.025, -0.032], [0.018, -0.025, 0.023], [-0.015, -0.025, 0.009], [-0.006, -0.027, 0.016], [-0.023, 0.018, 0.003], [-0.009, -0.011, -0.013], [-0.081, -0.007, 0.010], [-0.082, -0.040, 0.012], [0.028, 0.137, -0.024], [0.025, 0.169, -0.052], [-0.023, 0.013, 0.026], [0.006, 0.015, -0.009]],
  "lowdin_spin": [1.647, 0.012, 0.044, -0.005, 0.039, -0.002, 0.019, -0.004, 0.021, 0.012, 0.026, 0.010, 0.011, 0.001, 0.004, 0.002, -0.001, 0.002, 0.001, -0.001, 0.001, 0.030, 0.005, 0.000, 0.005, 0.031, 0.001, 0.000, 0.000, 0.000, 0.000, 0.000, 0.001, 0.000, 0.000, 0.000, 0.000, 0.000, 0.006, 0.006, 0.001, -0.001, 0.003, 0.000, 0.000, 0.000, 0.000, 0.000, 0.000, 0.000, 0.000, 0.000, 0.000, 0.000, 0.000, 0.000, 0.000, 0.000, 0.000, 0.000, 0.000, 0.001, 0.016, 0.000, 0.000, 0.000, 0.000, 0.000, 0.000, 0.000, 0.000, 0.000, -0.001, -0.004, 0.003, 0.001, -0.001, 0.043, 0.008, 0.001, 0.002, 0.002, 0.000, 0.000, 0.000, 0.000, 0.000, 0.000, -0.001, 0.001, 0.000, 0.000, 0.000]
}

{
  "formula": "C3H4N2O",
  "method": "ωB97M-V/def2-TZVPD",
  "multiplicity": 1,
  "largest_force_ev_per_a": 1.421,
  "gap_ev": [7.5, 8.6],
  "e_above_lowest_kj_mol": 502.4,
  "homo_ev": [-8.11, -9.18],
  "elements": ["N", "C", "O", "C", "C", "N", "H", "H", "H", "H"],
  "positions_angstrom": [[-1.1350, 1.1868, 1.0730], [0.0763, 0.9005, 1.2467], [0.7818, 0.1239, 0.3588], [0.2445, -0.1626, -0.8399], [0.6002, -1.4104, -1.4579], [1.4205, -2.2724, -1.7349], [-1.4835, 1.7644, 1.8337], [0.7373, 1.1919, 2.0661], [-0.6969, 0.3295, -1.0710], [-0.5452, -1.6516, -1.4746]],
  "atomic_forces_ev_per_a": [[0.355, -0.034, 0.093], [-0.167, -0.020, -0.181], [0.299, 0.264, 0.481], [0.143, 0.741, 0.190], [-1.351, -0.441, 0.041], [-0.019, 0.440, 0.138], [0.041, -0.039, -0.069], [-0.130, -0.103, -0.136], [0.227, -0.165, -0.055], [0.602, -0.643, -0.503]],
  "nbo_charge": [-0.682, 0.399, -0.467, 0.112, -0.147, -0.212, 0.365, 0.171, 0.212, 0.249]
}

{
  "formula": "C42H51IrN2O2SSi2Te2",
  "method": "ωB97M-V/def2-TZVPD",
  "multiplicity": 2,
  "largest_force_ev_per_a": 4.899,
  "gap_ev": [4.9, 4.9],
  "charge": 3,
  "homo_ev": [-15.29, -15.30],
  "elements": ["Ir", "C", "C", "C", "C", "C", "C", "H", "H", "H", "H", "H", "H", "C", "C", "C", "C", "C", "C", "C", "S", "O", "O", "N", "C", "C", "C", "C", "C", "C", "C", "C", "N", "C", "H", "H", "H", "H", "H", "H", "H", "H", "H", "H", "H", "H", "H", "Te", "C", "C", "C", "C", "C", "C", "C", "C", "C", "C", "C", "C", "H", "H", "H", "H", "H", "H", "H", "H", "H", "H", "C", "Si", "C", "C", "C", "Te", "C", "Si", "C", "C", "C", "H", "H", "H", "H", "H", "H", "H", "H", "H", "H", "H", "H", "H", "H", "H", "H", "H", "H", "H", "H", "H", "H"],
  "positions_angstrom": [[-0.0777, 0.4241, -0.3099], [3.3019, 0.2212, 1.3799], [3.4424, 0.7281, 0.0918], [2.4907, 1.5890, -0.4374], [1.3794, 1.9853, 0.3391], [1.2413, 1.4488, 1.6437], [2.1986, 0.5662, 2.1438], [4.0667, -0.4130, 1.8021], [4.3196, 0.4878, -0.4887], [2.6507, 2.0345, -1.4096], [0.8188, 2.8777, 0.0627], [0.4856, 1.8476, 2.3062], [2.1196, 0.1956, 3.1570], [-6.8934, -0.2638, 3.8541], [-5.9847, -0.1270, 2.6843], [-5.9063, -1.0986, 1.6853], [-5.0316, -0.9677, 0.6181], [-4.2284, 0.1580, 0.5360], [-4.3120, 1.1533, 1.4978], [-5.1812, 1.0075, 2.5611], [-2.9707, 0.3946, -0.6904], [-3.4017, 0.4385, -2.0599], [-2.1830, 1.5546, -0.2532], [-1.8412, -0.7983, -0.5315], [-1.7351, -1.9724, -1.1899], [-2.7730, -2.6638, -1.8157], [-2.5456, -3.8997, -2.4172], [-1.2976, -4.4838, -2.3967], [-0.1993, -3.7998, -1.8271], [1.1201, -4.2976, -1.8298], [2.1217, -3.5581, -1.2457], [1.8237, -2.2873, -0.7424], [0.6060, -1.7776, -0.7489], [-0.4088, -2.5263, -1.2394], [-7.1877, -1.2958, 4.0160], [-7.7980, 0.3200, 3.6826], [-6.4242, 0.1301, 4.7531], [-6.5340, -1.9730, 1.7449], [-4.9827, -1.7342, -0.1371], [-3.6832, 2.0234, 1.3972], [-5.2345, 1.7851, 3.3080], [-3.7498, -2.2091, -1.8566], [-3.3609, -4.4036, -2.9143], [-1.1325, -5.4565, -2.8323], [1.3275, -5.2445, -2.3038], [3.1378, -3.9218, -1.2005], [2.6063, -1.6599, -0.3404], [-0.9367, 1.2514, -3.0180], [-2.3162, 2.8163, -3.4962], [-2.5447, 3.8980, -2.6559], [-3.2949, 4.9661, -3.1256], [-3.8538, 4.9251, -4.3970], [-3.6694, 3.8106, -5.2055], [-2.8976, 2.7472, -4.7619], [0.7513, 2.5066, -3.4217], [0.7920, 3.8274, -2.9690], [1.9142, 4.6040, -3.1857], [2.9895, 4.0823, -3.8933], [2.9306, 2.7868, -4.3929], [1.8295, 1.9882, -4.1371], [-2.1608, 3.8997, -1.6434], [-3.4308, 5.8360, -2.4994], [-4.4398, 5.7605, -4.7535], [-4.1148, 3.7717, -6.1889], [-2.7501, 1.8793, -5.3947], [-0.0596, 4.2509, -2.4522], [1.9459, 5.6158, -2.8131], [3.8633, 4.6880, -4.0684], [3.7429, 2.3950, -4.9867], [1.7845, 0.9802, -4.5275], [-3.0446, 0.9984, 6.6713], [-1.5208, 0.5403, 5.6348], [-0.6787, 2.0368, 4.8153], [-0.2635, -0.5789, 6.5071], [-2.3351, -0.4460, 4.1159], [-0.9437, -1.3122, 2.7869], [-0.8991, -3.1557, 3.8482], [-2.2564, -4.4248, 3.1889], [-3.9637, -3.6049, 3.3731], [-1.8309, -4.5747, 1.3388], [-2.0053, -5.9921, 4.2221], [-2.7192, 1.5121, 7.5709], [-3.6165, 0.1308, 6.9882], [-3.7169, 1.6704, 6.1442], [-0.6611, 2.8740, 5.5051], [-1.1989, 2.3697, 3.9198], [0.3581, 1.8261, 4.5707], [0.2832, 0.0013, 7.2443], [0.4664, -1.0041, 5.8217], [-0.7337, -1.3949, 7.0471], [-2.9410, 0.2624, 3.5624], [-2.9592, -1.2338, 4.5229], [-1.0702, -2.9505, 4.8994], [0.0787, -3.6077, 3.7207], [-4.0254, -2.6570, 2.8412], [-4.2280, -3.4340, 4.4122], [-4.7300, -4.2556, 2.9643], [-1.8823, -3.6045, 0.8477], [-2.5223, -5.2388, 0.8341], [-0.8350, -4.9779, 1.1872], [-2.1981, -5.8230, 5.2785], [-1.0002, -6.3953, 4.1283], [-2.6946, -6.7630, 3.8919]],
  "atomic_forces_ev_per_a": [[-3.040, -2.966, -2.442], [0.151, 0.224, -0.453], [0.138, -0.242, 0.254], [-0.384, 0.128, 0.078], [0.349, 0.478, 0.050], [0.496, 0.080, 0.102], [-0.473, 0.121, 0.061], [0.094, -0.068, 0.003], [0.082, -0.052, -0.079], [-0.106, -0.013, -0.112], [0.088, -0.080, 0.001], [-0.173, -0.058, -0.031], [-0.069, 0.003, 0.050], [-0.185, -0.003, 0.033], [0.295, 0.153, -0.215], [0.127, 0.128, -0.099], [-0.077, -0.164, -0.204], [0.400, 0.317, -0.194], [0.084, 0.254, 0.072], [-0.037, -0.068, -0.175], [0.062, -1.882, -0.049], [-0.821, -0.059, 0.314], [0.989, 0.751, 0.677], [0.920, 3.374, 1.694], [-0.014, -2.013, -1.651], [0.684, 0.921, 0.543], [0.632, -0.655, -0.113], [-0.347, 0.260, -0.003], [-0.102, 0.314, 0.203], [0.107, 0.275, 0.202], [-0.229, -0.166, -0.153], [0.233, 0.173, 0.110], [0.625, 2.105, 0.384], [-1.506, 0.000, -0.337], [-0.039, -0.082, 0.064], [-0.092, 0.007, 0.025], [-0.010, -0.027, 0.090], [-0.081, -0.142, 0.005], [-0.053, -0.172, -0.084], [-0.037, 0.152, 0.157], [-0.041, 0.105, 0.091], [-0.141, -0.034, -0.047], [-0.073, -0.054, 0.030], [-0.001, -0.082, -0.110], [0.051, -0.162, 0.022], [0.023, 0.041, -0.037], [0.003, -0.008, -0.017], [1.666, 0.185, -0.326], [-0.172, 0.188, 0.599], [0.082, -0.115, 0.069], [-0.001, -0.050, -0.018], [0.079, -0.103, 0.009], [0.034, 0.181, 0.107], [0.431, -0.552, 0.234], [-0.112, -0.073, 0.227], [-0.417, -0.248, 0.246], [0.100, -0.075, -0.054], [-0.090, -0.136, -0.042], [0.131, 0.075, 0.025], [-0.391, -0.296, 0.035], [0.034, 0.103, -0.029], [-0.091, 0.003, 0.056], [-0.013, 0.003, -0.019], [-0.017, -0.041, -0.030], [-0.029, 0.037, -0.060], [0.068, 0.046, 0.000], [-0.007, 0.112, 0.006], [0.112, 0.087, -0.063], [0.076, -0.020, -0.013], [0.109, -0.081, -0.027], [0.727, -0.139, -0.360], [-0.303, -0.093, -0.296], [-0.271, -0.514, 0.446], [-0.560, 0.458, -0.281], [0.744, 0.332, 0.375], [-0.580, -0.556, 1.045], [-0.499, -0.157, -0.551], [0.147, 0.155, -0.096], [0.715, -0.357, 0.010], [-0.176, -0.107, 0.820], [-0.142, 0.625, -0.454], [0.064, 0.119, 0.196], [0.006, -0.202, -0.002], [-0.020, 0.098, -0.163], [-0.005, 0.195, 0.150], [-0.148, 0.022, -0.109], [0.217, -0.102, -0.066], [0.125, 0.147, 0.122], [0.125, -0.013, -0.138], [-0.161, -0.147, 0.050], [-0.079, 0.068, -0.122], [-0.072, -0.288, -0.107], [0.021, 0.270, 0.171], [0.212, -0.016, -0.077], [0.057, 0.081, -0.080], [0.003, 0.041, 0.239], [-0.130, -0.186, -0.132], [-0.091, 0.143, -0.043], [-0.208, -0.142, -0.145], [0.263, -0.091, 0.027], [-0.046, 0.129, 0.111], [0.146, 0.033, -0.084], [-0.161, -0.147, -0.096]],
  "lowdin_spin": [0.004, 0.002, 0.000, 0.002, 0.000, 0.007, 0.012, 0.000, 0.000, 0.000, 0.000, 0.001, 0.006, 0.000, 0.000, 0.000, 0.001, 0.001, 0.000, 0.001, 0.002, 0.001, -0.001, 0.025, 0.001, 0.003, 0.000, 0.002, 0.000, 0.001, 0.000, 0.001, 0.000, 0.000, 0.000, 0.000, 0.000, 0.000, 0.000, 0.000, 0.000, 0.000, 0.000, 0.000, 0.000, 0.000, 0.000, -0.004, 0.000, 0.000, 0.000, 0.000, 0.000, 0.000, -0.001, 0.000, 0.000, 0.000, 0.000, 0.000, 0.000, 0.000, 0.000, 0.000, 0.000, 0.000, 0.000, 0.000, 0.000, 0.000, 0.008, 0.031, 0.003, 0.004, 0.090, 0.636, 0.076, 0.026, 0.003, 0.012, 0.006, 0.002, 0.000, 0.000, 0.000, 0.000, 0.001, 0.000, 0.003, 0.001, 0.004, 0.005, 0.006, 0.004, 0.002, 0.001, 0.000, 0.011, 0.000, 0.000, 0.000, 0.000, 0.001]
}